Entry 1:
{
  "formula": "C12H33N3NaO3",
  "method": "ωB97M-V/def2-TZVPD",
  "lumo_energy_ev": -2.51,
  "total_energy_ha": -1029.0675,
  "fmax_ev_per_a": 3.5,
  "e_above_lowest_kj_mol": 0.0,
  "gap_ev": 9.66,
  "total_charge": 1,
  "elements": ["Na", "C", "C", "C", "O", "C", "N", "H", "H", "H", "H", "H", "H", "H", "H", "H", "H", "H", "C", "C", "C", "O", "C", "N", "H", "H", "H", "H", "H", "H", "H", "H", "H", "H", "H", "C", "C", "C", "O", "C", "N", "H", "H", "H", "H", "H", "H", "H", "H", "H", "H", "H"],
  "xyz": [[0.511, 0.787, -0.121], [-0.744, -3.019, -0.167], [-1.743, -2.194, -0.889], [-3.169, -2.593, -0.414], [-3.473, -3.942, -0.869], [-4.779, -4.285, -0.579], [-1.415, -0.792, -0.782], [0.288, -2.900, -0.495], [-0.921, -4.044, -0.493], [-0.778, -2.856, 0.910], [-1.734, -2.395, -1.961], [-3.966, -1.957, -0.798], [-3.255, -2.382, 0.651], [-5.673, -3.683, -0.743], [-4.890, -4.459, 0.491], [-4.952, -5.336, -0.813], [-1.447, -0.497, 0.184], [-2.129, -0.337, -1.332], [1.156, 4.208, -1.730], [0.283, 3.136, -2.303], [1.193, 2.037, -2.932], [1.951, 1.274, -2.022], [3.078, 0.691, -2.670], [-0.579, 2.562, -1.217], [1.773, 3.637, -1.036], [0.584, 4.972, -1.205], [1.748, 4.712, -2.493], [-0.405, 3.542, -3.045], [1.791, 2.492, -3.721], [0.444, 1.383, -3.379], [2.746, -0.070, -3.377], [3.515, 0.175, -1.815], [3.844, 1.321, -3.123], [-1.066, 3.389, -0.904], [-1.310, 1.994, -1.620], [0.686, 1.358, 4.515], [1.108, 1.142, 3.111], [1.568, -0.263, 2.747], [2.068, -0.198, 1.351], [2.921, -1.319, 1.109], [0.001, 1.569, 2.228], [0.464, 2.411, 4.688], [1.462, 1.042, 5.212], [-0.128, 0.651, 4.676], [2.014, 1.736, 2.997], [0.646, -0.837, 2.844], [2.391, -0.594, 3.380], [3.930, -1.011, 1.384], [2.862, -1.495, 0.035], [2.780, -2.221, 1.706], [-0.440, 2.459, 2.408], [-0.811, 0.998, 2.416]],
  "nbo_charge": [0.89, -0.63, -0.08, -0.07, -0.52, -0.28, -0.85, 0.21, 0.25, 0.20, 0.20, 0.17, 0.16, 0.18, 0.16, 0.21, 0.34, 0.37, -0.62, -0.06, -0.08, -0.57, -0.25, -0.88, 0.22, 0.21, 0.23, 0.19, 0.20, 0.17, 0.18, 0.19, 0.20, 0.37, 0.36, -0.61, -0.08, -0.07, -0.59, -0.26, -0.88, 0.23, 0.22, 0.20, 0.20, 0.17, 0.21, 0.19, 0.19, 0.19, 0.38, 0.35]
}



Entry 2:
{
  "formula": "C7H14B3Be2Cl7F4KO11S2",
  "method": "ωB97M-V/def2-TZVPD",
  "lumo_energy_ev": -8.57,
  "total_energy_ha": -6223.4261,
  "fmax_ev_per_a": 5.0,
  "e_above_lowest_kj_mol": 437.8,
  "gap_ev": 2.26,
  "total_charge": 1,
  "elements": ["O", "O", "C", "B", "O", "B", "O", "B", "S", "O", "H", "H", "H", "H", "H", "Be", "Cl", "C", "O", "C", "O", "O", "C", "H", "H", "H", "H", "H", "H", "C", "F", "F", "F", "S", "O", "O", "O", "Cl", "Be", "C", "Cl", "Cl", "H", "H", "F", "C", "Cl", "Cl", "Cl", "H", "K"],
  "xyz": [[-3.077, 2.804, -2.363], [-2.377, 1.577, -2.158], [-2.962, 0.941, -1.044], [-2.308, -0.420, -0.628], [-3.005, -1.181, 0.321], [-2.068, -1.307, 1.311], [-1.025, -2.162, 1.014], [-0.433, -1.543, -0.054], [1.379, -1.624, 0.143], [-1.076, -0.915, -1.054], [-3.264, 3.189, -1.500], [-2.946, 1.583, -0.149], [-4.019, 0.737, -1.280], [-2.139, -0.693, 2.343], [1.564, -2.592, 1.082], [-0.986, 2.590, 0.796], [0.913, -0.079, 1.937], [6.578, 1.055, -3.046], [5.240, 1.409, -3.422], [4.387, 1.431, -2.428], [4.628, 1.172, -1.266], [3.171, 1.721, -2.926], [2.133, 1.737, -1.956], [7.179, 1.072, -3.949], [6.981, 1.779, -2.341], [6.608, 0.052, -2.625], [2.319, 2.498, -1.202], [2.030, 0.756, -1.491], [1.206, 1.978, -2.469], [-4.054, 4.987, 4.091], [-5.333, 5.180, 3.745], [-3.323, 5.863, 3.377], [-3.938, 5.325, 5.359], [-3.520, 3.253, 3.790], [-3.717, 3.078, 2.345], [-4.390, 2.451, 4.593], [-2.138, 3.213, 4.184], [4.444, 3.824, -1.894], [-0.309, -1.275, 3.316], [3.129, -4.491, -1.402], [4.289, -4.967, -0.162], [1.505, -5.107, -1.040], [3.093, -3.409, -1.449], [3.448, -4.891, -2.356], [1.430, -0.200, 4.416], [-2.300, -6.940, -0.174], [-3.249, -7.781, 1.046], [-1.809, -5.340, 0.416], [-0.889, -7.889, -0.635], [-2.918, -6.801, -1.050], [-4.081, 4.350, -0.114]],
  "lowdin_charge": [-0.04, -0.12, -0.12, -0.48, 0.34, -0.44, 0.13, -1.02, 0.88, 0.33, -0.07, 0.03, 0.16, 0.15, -0.03, 0.66, 0.36, -0.02, -0.01, -0.84, 0.10, -0.09, -0.09, 0.10, 0.10, 0.10, 0.05, 0.06, 0.10, -0.68, 0.12, 0.11, 0.16, 0.42, -0.50, -0.28, -0.32, 0.41, 0.83, -1.02, 0.54, 0.49, -0.01, 0.03, -0.56, -1.54, 0.55, 0.51, 0.54, 0.02, 0.90]
}



Entry 3:
{
  "formula": "C32H28AuFN7O3S3",
  "method": "ωB97M-V/def2-TZVPD",
  "lumo_energy_ev": -3.49,
  "total_energy_ha": -3275.1344,
  "fmax_ev_per_a": 0.2,
  "e_above_lowest_kj_mol": 4.9,
  "gap_ev": 6.11,
  "total_charge": 1,
  "elements": ["Au", "S", "C", "C", "C", "C", "N", "C", "C", "C", "S", "C", "N", "H", "H", "F", "C", "C", "C", "C", "O", "C", "C", "N", "C", "C", "C", "C", "C", "C", "N", "C", "C", "N", "C", "C", "C", "O", "O", "H", "H", "H", "H", "H", "H", "H", "H", "H", "H", "H", "H", "H", "H", "H", "H", "H", "H", "N", "C", "S", "N", "C", "C", "C", "C", "C", "C", "H", "H", "H", "H", "H", "H", "H", "H"],
  "xyz": [[0.708, 0.231, 0.147], [-0.836, -1.388, 0.436], [-2.276, -0.419, 0.768], [-3.527, -0.992, 0.601], [-4.674, -0.263, 0.897], [-5.961, -0.869, 0.707], [-6.988, -1.357, 0.543], [-4.559, 1.053, 1.358], [-3.302, 1.622, 1.519], [-2.161, 0.892, 1.228], [-0.573, 1.600, 1.478], [-5.722, 1.841, 1.654], [-6.652, 2.471, 1.894], [-3.623, -2.004, 0.231], [-3.223, 2.646, 1.860], [5.754, 4.211, 2.077], [4.630, 4.598, 1.436], [3.817, 3.642, 0.905], [2.673, 4.007, 0.187], [1.804, 2.969, -0.362], [2.146, 1.769, -0.109], [0.683, 3.413, -1.103], [0.467, 4.760, -1.192], [1.232, 5.725, -0.646], [0.882, 7.117, -0.829], [0.387, 7.902, 0.353], [-0.557, 7.513, -0.746], [2.376, 5.368, 0.042], [3.211, 6.333, 0.621], [4.344, 5.969, 1.322], [5.140, 6.985, 1.912], [5.645, 8.056, 1.068], [5.465, 9.375, 1.829], [5.490, 9.055, 3.305], [6.533, 8.016, 3.603], [6.066, 6.683, 2.996], [-0.377, 2.548, -1.831], [-1.440, 3.121, -2.062], [-0.010, 1.386, -2.132], [4.061, 2.595, 1.018], [-0.415, 5.080, -1.732], [1.504, 7.627, -1.556], [0.690, 8.937, 0.437], [0.291, 7.366, 1.288], [-0.899, 8.271, -1.435], [-1.280, 6.743, -0.522], [2.943, 7.378, 0.549], [5.096, 8.098, 0.132], [6.701, 7.897, 0.815], [4.504, 9.843, 1.628], [6.262, 10.090, 1.635], [4.578, 8.668, 3.555], [5.639, 9.900, 3.855], [6.665, 7.953, 4.680], [7.457, 8.380, 3.158], [5.548, 6.088, 3.747], [6.952, 6.127, 2.681], [0.154, -1.281, -2.940], [1.363, -0.884, -2.591], [2.028, -1.364, -1.048], [2.116, -0.144, -3.390], [1.700, 0.456, -4.615], [1.843, 1.829, -4.758], [1.462, 2.433, -5.943], [0.928, 1.673, -6.975], [0.791, 0.302, -6.824], [1.186, -0.316, -5.646], [-0.404, -1.691, -2.202], [-0.344, -0.739, -3.635], [2.933, 0.237, -2.937], [2.221, 2.414, -3.929], [1.565, 3.504, -6.056], [0.619, 2.149, -7.896], [0.386, -0.296, -7.629], [1.113, -1.391, -5.539]],
  "lowdin_charge": [0.58, 0.63, -0.63, -0.05, -0.18, -0.17, 0.18, -0.18, -0.04, -0.64, 0.67, -0.17, 0.18, 0.12, 0.12, 0.07, -0.19, 0.10, -0.04, -0.31, -0.19, -0.05, 0.05, 0.02, -0.26, -0.09, -0.07, -0.11, 0.06, -0.14, -0.10, -0.12, -0.07, 0.06, -0.07, -0.13, -0.67, 0.02, -0.09, 0.14, 0.14, 0.16, 0.10, 0.12, 0.11, 0.12, 0.11, 0.13, 0.14, 0.13, 0.14, 0.18, 0.19, 0.14, 0.14, 0.14, 0.13, 0.15, -0.80, 0.61, 0.08, -0.24, -0.02, -0.07, -0.07, -0.06, -0.03, 0.06, 0.12, 0.13, 0.11, 0.11, 0.11, 0.11, 0.12]
}



Entry 4:
{
  "formula": "C5H8S",
  "method": "ωB97M-V/def2-TZVPD",
  "lumo_energy_ev": 0.83,
  "smiles": "CC#C[C@@H](C)S",
  "total_energy_ha": -593.4186,
  "fmax_ev_per_a": 4.3,
  "e_above_lowest_kj_mol": 182.7,
  "gap_ev": 9.80,
  "elements": ["C", "C", "C", "C", "C", "S", "H", "H", "H", "H", "H", "H", "H", "H"],
  "xyz": [[-3.048, -1.295, -0.263], [-1.745, -0.646, -0.110], [-0.651, -0.308, 0.181], [0.549, 0.341, 0.539], [1.687, -0.520, 1.216], [1.441, 1.163, -0.791], [-3.000, -2.424, -0.149], [-3.428, -1.167, -1.268], [-3.813, -1.027, 0.448], [0.405, 1.160, 1.322], [1.182, -0.939, 2.125], [1.954, -1.387, 0.554], [2.575, 0.070, 1.569], [0.321, 1.663, -1.321]],
  "nbo_charge": [-0.69, 0.05, -0.06, -0.41, -0.61, -0.01, 0.24, 0.23, 0.24, 0.23, 0.22, 0.22, 0.23, 0.12]
}



Entry 5:
{
  "formula": "C4H9NOS",
  "method": "ωB97M-V/def2-TZVPD",
  "lumo_energy_ev": [0.84, -0.43],
  "total_energy_ha": -685.8039,
  "spin_multiplicity": 3,
  "fmax_ev_per_a": 2.0,
  "e_above_lowest_kj_mol": 136.8,
  "gap_ev": [9.12, 8.32],
  "elements": ["C", "C", "C", "C", "N", "O", "S", "H", "H", "H", "H", "H", "H", "H", "H", "H"],
  "xyz": [[0.020, -1.284, -0.226], [0.350, -0.741, -1.610], [-0.401, 0.028, 0.444], [0.097, 0.328, 1.838], [-0.666, 3.295, -1.289], [1.828, 1.222, -0.497], [0.456, 0.990, -0.908], [-0.753, -2.054, -0.219], [0.915, -1.682, 0.250], [1.282, -1.068, -2.054], [-0.467, -0.799, -2.322], [-1.464, 0.228, 0.330], [-0.719, 0.386, 2.553], [0.620, 1.284, 1.837], [0.802, -0.429, 2.174], [0.073, 3.705, -1.859]],
  "mulliken_spin": [0.00, 0.04, 0.01, 0.00, 1.92, 0.02, 0.04, 0.01, 0.00, 0.00, 0.00, 0.00, 0.00, 0.00, 0.00, -0.03]
}



Entry 6:
{
  "formula": "H26O13",
  "method": "ωB97M-V/def2-TZVPD",
  "lumo_energy_ev": -0.43,
  "total_energy_ha": -993.6284,
  "fmax_ev_per_a": 14.3,
  "e_above_lowest_kj_mol": 380.2,
  "gap_ev": 10.08,
  "elements": ["O", "H", "H", "O", "H", "H", "O", "H", "H", "O", "H", "H", "O", "H", "H", "O", "H", "H", "O", "H", "H", "O", "H", "H", "O", "H", "H", "O", "H", "H", "O", "H", "H", "O", "H", "H", "O", "H", "H"],
  "xyz": [[2.824, -0.400, -1.171], [2.615, -1.271, -0.710], [2.782, 0.380, -0.697], [0.720, 2.450, 1.678], [1.167, 3.132, 2.227], [-0.112, 2.018, 2.110], [2.420, -2.684, 0.348], [1.875, -3.237, -0.166], [1.942, -2.036, 0.973], [0.266, -3.433, -1.230], [0.034, -3.488, -0.345], [-0.169, -2.685, -1.756], [-2.926, 2.779, -1.229], [-2.136, 2.889, -0.791], [-3.369, 3.562, -1.344], [-2.667, -1.115, 1.047], [-3.550, -0.707, 1.066], [-2.140, -0.725, 0.570], [-0.639, -3.039, 1.313], [-0.356, -2.899, 2.299], [-1.461, -2.479, 1.144], [-0.016, 3.214, -0.803], [0.300, 3.036, 0.075], [0.653, 2.780, -1.539], [-0.688, -1.170, -3.403], [-1.292, -0.804, -4.064], [-1.158, -0.819, -2.657], [-0.459, -0.039, -0.318], [0.410, -0.444, 0.088], [-0.140, 0.801, -0.335], [1.454, 1.973, -2.846], [1.613, 1.175, -2.415], [2.073, 2.679, -2.791], [1.239, -0.557, 1.913], [2.078, -0.016, 2.159], [0.587, -0.157, 2.567], [-0.951, 0.584, 2.902], [-1.210, 0.610, 3.741], [-1.601, 0.132, 2.407]],
  "nbo_charge": [-1.01, 0.52, 0.46, -1.01, 0.49, 0.52, -0.99, 0.50, 0.50, -0.99, 0.49, 0.50, -0.96, 0.49, 0.46, -0.94, 0.50, 0.47, -1.00, 0.49, 0.50, -1.05, 0.48, 0.49, -0.94, 0.47, 0.47, -0.99, 0.51, 0.47, -0.94, 0.51, 0.49, -1.00, 0.49, 0.51, -0.94, 0.48, 0.51]
}



Entry 7:
{
  "formula": "C4H13N2",
  "method": "ωB97M-V/def2-TZVPD",
  "lumo_energy_ev": -3.11,
  "smiles": "CC[NH2+]CCN",
  "total_energy_ha": -269.4512,
  "fmax_ev_per_a": 2.9,
  "e_above_lowest_kj_mol": 129.9,
  "gap_ev": 10.54,
  "total_charge": 1,
  "elements": ["C", "C", "N", "C", "C", "N", "H", "H", "H", "H", "H", "H", "H", "H", "H", "H", "H", "H", "H"],
  "xyz": [[0.155, 1.323, -1.667], [-0.366, -0.100, -1.765], [-0.760, -0.687, -0.462], [0.442, -1.150, 0.364], [0.439, -0.528, 1.745], [0.118, 0.922, 1.762], [1.239, 1.431, -1.742], [-0.192, 1.850, -2.557], [-0.279, 2.025, -0.949], [-1.275, -0.164, -2.424], [0.432, -0.652, -2.254], [-1.275, -1.549, -0.622], [-1.330, -0.035, 0.098], [1.410, -0.835, -0.065], [0.379, -2.247, 0.366], [1.342, -0.657, 2.361], [-0.354, -0.920, 2.399], [0.859, 1.593, 1.638], [-0.491, 1.170, 2.523]],
  "nbo_charge": [-0.68, -0.23, -0.50, -0.24, -0.26, -0.89, 0.24, 0.26, 0.25, 0.23, 0.24, 0.44, 0.46, 0.24, 0.24, 0.23, 0.21, 0.39, 0.39]
}



Entry 8:
{
  "formula": "C2H4O2S",
  "method": "ωB97M-V/def2-TZVPD",
  "lumo_energy_ev": [0.64, -2.64],
  "total_energy_ha": -627.0801,
  "spin_multiplicity": 3,
  "fmax_ev_per_a": 3.3,
  "e_above_lowest_kj_mol": 274.6,
  "gap_ev": [7.15, 7.53],
  "elements": ["C", "C", "O", "O", "S", "H", "H", "H", "H"],
  "xyz": [[-1.696, 0.313, -0.494], [1.346, 0.187, 0.468], [-0.029, -1.837, -0.394], [-1.980, 1.362, 0.026], [-0.324, -0.703, 0.492], [-2.171, -0.287, -1.155], [1.944, 0.400, 1.365], [1.025, 1.040, 0.016], [1.884, -0.475, -0.326]],
  "mulliken_spin": [0.62, 0.03, 0.35, 0.55, 0.41, 0.04, 0.00, 0.00, 0.00]
}